Entry 1:
ORCA calculation (ωB97M-V/def2-TZVPD) on C32H55N4OP2Pt as an isolated structure in a non-equilibrium geometry.

```
95
Properties=species:S:1:pos:R:3:forces:R:3
C -0.775 -2.482 -1.731 0.1 -0.8 -0.5
C 1.484 -2.233 -1.106 0.7 1.2 0.0
C -0.468 -3.611 -2.477 -1.4 0.4 0.1
C 1.783 -3.509 -1.662 -0.3 -0.8 -0.8
C 0.797 -4.190 -2.354 1.2 0.6 0.6
H -1.261 -4.067 -3.071 0.3 0.1 0.1
H 2.819 -3.840 -1.638 -0.3 -0.1 0.0
H 1.017 -5.132 -2.837 0.0 0.0 0.0
N 0.149 -1.929 -0.928 0.3 0.0 0.0
P -2.471 -0.864 -0.285 -1.3 -1.0 -0.3
P 2.290 0.347 -0.189 2.1 -0.2 -0.8
C -2.136 -1.809 -1.826 0.5 -0.3 -0.4
H -2.119 -1.127 -2.691 0.2 -0.2 0.4
H -2.891 -2.568 -2.070 0.2 0.3 0.2
C -0.282 1.356 1.190 0.4 4.7 2.7
O -0.223 2.370 1.758 -0.3 -2.6 -1.5
C 2.452 -1.244 -0.905 0.0 -2.3 1.3
H 3.465 -1.569 -1.161 -0.2 0.1 0.2
C 3.292 1.126 -1.731 -0.2 0.1 1.1
C 3.492 0.571 1.379 -0.2 -0.1 -0.6
C -3.659 0.537 -0.773 -0.1 -0.2 0.1
C -3.291 -2.258 0.699 -0.4 0.4 -0.1
C 2.813 2.574 -1.756 0.2 0.2 -0.4
H 3.071 3.125 -0.840 0.0 -0.2 -0.3
H 3.256 3.110 -2.609 -0.1 0.0 0.1
H 1.723 2.617 -1.857 0.4 0.0 0.2
C 4.812 1.031 -1.597 0.3 0.2 -0.1
H 5.230 1.553 -0.734 -0.1 -0.1 -0.2
H 5.144 -0.014 -1.588 -0.1 0.3 0.1
H 5.259 1.482 -2.496 -0.1 0.0 0.1
C 2.997 0.353 -3.023 -0.2 0.1 -0.1
H 3.419 0.915 -3.865 0.0 -0.1 0.2
H 3.468 -0.637 -3.022 -0.1 0.4 0.0
H 1.934 0.181 -3.214 0.4 0.0 0.0
C 3.875 2.056 1.513 0.1 0.0 0.0
H 2.975 2.678 1.620 0.2 -0.1 0.0
H 4.479 2.179 2.426 -0.2 0.0 -0.2
H 4.466 2.450 0.681 -0.2 -0.1 0.2
C 2.802 0.189 2.685 -0.4 0.0 0.1
H 1.903 0.782 2.875 0.1 0.0 0.0
H 2.535 -0.869 2.701 0.0 0.0 0.0
H 3.500 0.367 3.520 -0.2 0.0 -0.3
C 4.708 -0.351 1.281 0.4 0.0 0.0
H 5.344 -0.176 0.412 -0.2 -0.1 0.2
H 5.338 -0.193 2.171 -0.2 -0.1 -0.2
H 4.394 -1.402 1.269 0.0 0.2 0.0
C -3.624 -1.743 2.103 -0.1 -0.1 0.2
H -4.088 -2.566 2.669 0.1 0.3 0.0
H -2.720 -1.427 2.639 -0.3 -0.2 -0.2
H -4.327 -0.901 2.096 0.2 -0.3 0.0
C -2.304 -3.424 0.832 0.3 0.0 0.0
H -2.120 -3.930 -0.124 0.0 0.1 0.2
H -1.345 -3.090 1.240 -0.3 -0.2 -0.2
H -2.723 -4.162 1.531 0.0 0.2 -0.2
C -4.558 -2.797 0.004 -0.3 -0.2 0.3
H -4.751 -3.808 0.392 0.0 0.2 -0.1
H -5.443 -2.195 0.228 0.3 -0.2 0.0
H -4.461 -2.890 -1.084 -0.1 0.0 0.3
C -3.695 0.648 -2.300 -0.1 0.1 -0.1
H -4.094 -0.254 -2.780 0.1 0.2 0.1
H -4.355 1.483 -2.577 0.1 -0.1 0.1
H -2.696 0.860 -2.697 -0.3 -0.1 0.1
C -3.143 1.869 -0.205 -0.1 0.0 0.0
H -2.166 2.133 -0.628 -0.1 0.0 0.1
H -3.856 2.658 -0.489 0.2 -0.2 0.1
H -3.075 1.853 0.890 0.0 0.0 -0.2
C -5.087 0.313 -0.261 -0.3 0.2 -0.1
H -5.571 -0.537 -0.755 0.1 0.3 0.2
H -5.134 0.198 0.829 -0.1 0.0 -0.4
H -5.676 1.208 -0.516 0.1 -0.2 0.1
Pt -0.223 -0.235 0.249 -0.3 -0.5 -0.8
N -0.339 0.630 -1.967 1.9 1.6 -2.2
C 0.192 1.233 -2.828 -3.6 0.2 0.7
C 0.040 2.245 -4.016 0.8 -0.1 -0.1
C 1.093 1.992 -5.086 0.4 -0.1 -0.2
C -1.340 2.068 -4.650 -0.6 -0.4 0.2
C 0.131 3.679 -3.488 0.0 0.3 0.5
H 2.107 2.176 -4.714 -0.3 -0.1 -0.1
H 1.014 0.958 -5.449 0.2 0.3 0.0
H 0.923 2.668 -5.937 0.0 -0.2 0.3
H -2.123 2.376 -3.942 0.2 -0.3 -0.3
H -1.452 2.719 -5.532 0.3 -0.2 0.3
H -1.492 1.027 -4.980 -0.1 0.4 0.2
H -0.015 4.397 -4.309 0.0 -0.4 0.1
H -0.670 3.854 -2.755 0.3 0.0 -0.1
H 1.100 3.900 -3.027 -0.4 0.0 -0.2
N 0.535 -2.538 2.427 -0.3 0.8 0.8
C 0.454 -2.870 3.744 -0.1 0.5 -0.5
C -0.186 -1.830 4.386 -0.1 0.1 -0.2
C -0.485 -0.876 3.396 0.9 -1.1 -0.6
N -0.030 -1.311 2.204 0.1 -0.8 1.1
H 1.016 -3.058 1.695 -0.3 0.4 0.0
H 0.838 -3.804 4.126 0.0 0.1 -0.1
H -0.425 -1.741 5.428 0.0 -0.1 0.1
H -0.995 0.075 3.524 0.2 -0.2 -0.3
```
Positions in Å, forces in eV/Å.

- Strongest force on any atom: 0.106 Eh/bohr
- Total charge: +1
- <S²>: 2.014
- Orbital gap (alpha / beta): 6.486 / 5.617 eV
- Energy above the lowest of the compared OMol25 structures with the same formula, charge and spin: 1.4896 eV
- HOMO (alpha / beta): -8.29 / -8.88 eV
- Multiplicity: 3



Entry 2:
ORCA calculation (ωB97M-V/def2-TZVPD) on C43H43ClGeO2P2S2Tc as an isolated structure in a non-equilibrium geometry.

```
95
Properties=species:S:1:pos:R:3:forces:R:3
Tc 0.649 0.456 0.802 -3.1 -2.2 -2.4
Cl 2.875 0.858 0.369 1.1 -0.7 -0.1
C 3.151 2.500 -0.136 -0.2 1.3 -0.3
C 4.407 2.883 -0.560 0.0 -0.2 0.1
C 4.606 4.205 -0.938 -0.2 0.0 0.1
C 3.558 5.113 -0.890 0.0 0.0 0.0
C 2.304 4.718 -0.452 0.0 -0.2 0.1
C 2.091 3.399 -0.060 -0.1 -0.3 0.1
P 0.495 2.798 0.571 0.2 0.2 -0.2
C -0.726 3.980 -0.012 -0.1 -0.4 0.0
C -1.123 5.072 0.759 0.1 -0.1 0.0
C -2.003 5.993 0.220 0.0 0.1 0.0
C -2.465 5.841 -1.079 0.0 0.0 0.0
C -2.056 4.759 -1.849 0.0 0.0 -0.1
C -1.196 3.817 -1.315 0.1 0.0 0.2
C 0.599 2.868 2.383 -0.1 -0.3 -0.4
C -0.596 2.894 3.111 -0.1 -0.1 0.1
C -0.566 2.855 4.491 -0.1 0.0 -0.1
C 0.645 2.732 5.159 0.1 0.0 -0.1
C 1.833 2.696 4.443 0.1 0.0 0.0
C 1.819 2.782 3.061 0.2 0.0 -0.1
H 5.216 2.171 -0.594 0.1 -0.1 0.0
H 5.584 4.523 -1.263 0.1 0.0 -0.1
H 3.716 6.137 -1.189 0.0 0.1 0.0
H 1.495 5.433 -0.407 0.0 0.0 0.0
H -0.743 5.206 1.762 0.0 0.0 0.1
H -2.320 6.835 0.816 0.0 0.1 0.0
H -3.143 6.569 -1.494 -0.1 0.1 -0.1
H -2.402 4.660 -2.866 -0.1 0.0 -0.1
H -0.873 2.954 -1.884 0.0 0.0 -0.2
H -1.539 2.958 2.584 -0.1 0.0 0.1
H -1.490 2.922 5.041 -0.1 0.0 0.1
H 0.667 2.671 6.236 0.0 0.0 0.1
H 2.777 2.617 4.958 0.1 0.0 0.1
H 2.758 2.829 2.520 0.0 -0.1 0.0
C -5.244 -1.476 2.181 0.1 0.0 -0.4
C -4.555 -2.263 1.082 -0.6 -0.8 0.8
C -3.485 -3.206 1.584 0.0 0.2 -0.2
O -4.008 -1.308 0.120 1.0 0.6 -0.5
P -2.703 -0.497 0.010 0.0 0.7 0.3
S -1.155 -1.481 -1.364 -0.5 0.1 0.3
S -1.691 0.013 1.691 0.2 -0.3 -0.5
O -2.993 0.762 -0.821 0.3 -0.5 0.3
C -4.038 1.200 -1.779 -0.5 0.4 -0.4
C -4.993 0.100 -2.179 0.2 0.0 0.1
C -4.712 2.385 -1.121 0.2 -0.2 -0.1
H -5.672 -2.159 2.908 0.0 -0.1 0.1
H -6.050 -0.876 1.770 -0.1 0.1 0.0
H -4.532 -0.826 2.682 0.1 0.1 0.2
H -5.293 -2.807 0.484 0.1 0.1 0.1
H -2.697 -2.646 2.081 0.1 0.0 0.1
H -3.064 -3.788 0.767 0.1 -0.1 -0.1
H -3.922 -3.894 2.301 -0.1 -0.1 0.0
H -3.448 1.522 -2.641 0.0 0.0 0.1
H -5.581 -0.247 -1.336 -0.1 0.0 0.0
H -4.462 -0.742 -2.619 0.0 -0.1 -0.1
H -5.680 0.497 -2.922 0.0 0.1 -0.1
H -5.350 2.049 -0.307 -0.1 0.0 0.1
H -5.321 2.900 -1.856 -0.1 0.1 -0.1
H -3.965 3.079 -0.743 0.0 0.1 0.0
C -0.059 -0.490 -0.624 2.0 2.6 3.0
Ge 1.560 -2.962 -0.973 1.2 -1.0 -0.1
C 2.331 -2.446 0.815 -0.4 -0.3 -1.0
C 3.596 -2.979 1.044 -0.2 0.0 -0.4
C 4.218 -2.808 2.270 0.0 0.1 0.1
C 3.585 -2.100 3.280 0.0 0.0 -0.1
C 2.323 -1.571 3.063 -0.1 0.1 0.1
C 1.688 -1.751 1.840 -0.1 0.2 -0.2
C 1.178 -4.893 -0.976 0.1 1.5 0.0
C 1.175 -5.596 -2.180 0.0 0.1 -0.2
C 1.050 -6.973 -2.161 0.0 0.0 -0.1
C 0.917 -7.646 -0.955 -0.1 0.1 0.0
C 0.935 -6.944 0.244 0.0 0.0 0.1
C 1.063 -5.568 0.239 -0.1 0.1 0.2
C 2.142 -2.113 -2.675 -0.6 -0.5 1.1
C 1.395 -2.279 -3.838 -0.2 -0.1 0.0
C 1.924 -1.876 -5.052 -0.1 0.0 0.0
C 3.195 -1.321 -5.110 0.0 0.0 0.1
C 3.931 -1.152 -3.948 0.1 0.1 0.0
C 3.405 -1.533 -2.726 0.0 0.0 0.3
H 4.080 -3.557 0.265 0.1 0.0 0.1
H 5.188 -3.247 2.438 0.1 0.0 0.0
H 4.060 -1.986 4.242 0.1 0.0 0.1
H 1.808 -1.056 3.862 -0.1 0.1 0.1
H 0.620 -1.500 1.766 -0.2 0.0 0.0
H 1.285 -5.071 -3.120 0.0 0.0 -0.1
H 1.051 -7.523 -3.089 0.0 -0.1 -0.1
H 0.786 -8.716 -0.949 0.1 -0.1 0.0
H 0.847 -7.469 1.182 0.0 -0.1 0.1
H 1.080 -5.020 1.175 0.0 0.0 0.0
H 0.400 -2.708 -3.796 0.0 -0.1 -0.1
H 1.349 -2.004 -5.956 -0.1 0.0 -0.1
H 3.606 -1.012 -6.059 0.0 0.0 -0.1
H 4.921 -0.727 -3.993 0.1 0.1 0.0
H 3.977 -1.400 -1.816 0.1 0.0 0.0
```
Positions in Å, forces in eV/Å.

- Strongest force on any atom: 0.088 Eh/bohr
- Total charge: +3
- Orbital gap: 6.930 eV
- Energy above the lowest of the compared OMol25 structures with the same formula, charge and spin: 0.0466 eV
- HOMO: -16.28 eV



Entry 3:
ORCA calculation (ωB97M-V/def2-TZVPD) on one molecule with the formula C5H9N in a non-equilibrium geometry.

```
15
Properties=species:S:1:pos:R:3:forces:R:3
C 1.234 -0.336 -1.822 0.9 1.9 2.9
C -0.040 0.515 -1.473 1.4 0.3 -3.3
C -0.604 0.428 -0.141 1.5 -1.6 4.2
C 0.150 0.421 1.064 -4.7 -0.5 -1.8
N -0.467 0.381 2.354 -2.3 -2.5 -0.1
C -1.198 -0.655 2.718 0.8 3.1 -0.1
H 1.342 -1.392 -1.659 -0.8 -0.6 0.2
H 2.064 0.145 -1.229 -0.6 -0.7 -0.2
H 1.532 -0.084 -2.780 0.3 0.2 -2.2
H -0.777 0.242 -2.359 1.0 1.2 2.1
H 0.405 1.584 -1.554 -1.2 -1.4 -0.6
H -1.664 0.176 -0.106 0.1 0.3 0.5
H 1.140 0.653 1.213 2.4 0.5 -0.6
H -1.907 -0.463 3.588 1.3 -0.7 -0.9
H -1.211 -1.617 2.185 -0.1 0.4 0.0
```
Positions in Å, forces in eV/Å.

- Strongest force on any atom: 0.099 Eh/bohr
- Orbital gap: 9.194 eV
- SMILES: C=N/C=C/CC
- Energy above the lowest of the compared OMol25 structures with the same formula, charge and spin: 2.7107 eV
- HOMO: -8.33 eV



Entry 4:
ORCA calculation (ωB97M-V/def2-TZVPD) on ClH2O as an isolated structure in a non-equilibrium geometry.

```
4
Properties=species:S:1:pos:R:3:forces:R:3
O 0.653 0.028 -0.510 2.8 -2.1 -3.5
H -0.074 0.269 0.108 0.4 -0.1 -0.5
H 0.434 -0.884 -0.808 0.3 1.0 0.3
Cl -1.013 0.586 1.210 -3.4 1.1 3.6
```
Positions in Å, forces in eV/Å.

- Strongest force on any atom: 0.100 Eh/bohr
- Total charge: -1
- Orbital gap: 8.716 eV
- Energy above the lowest of the compared OMol25 structures with the same formula, charge and spin: 1.0768 eV
- HOMO: -3.80 eV



Entry 5:
ORCA calculation (ωB97M-V/def2-TZVPD) on a 7-piece molecular cluster, C34H53F6N3O19P overall in a non-equilibrium geometry.

```
116
Properties=species:S:1:pos:R:3:forces:R:3
C -2.342 -6.610 1.616 0.1 0.0 0.0
C -2.017 -7.901 0.856 -0.2 -0.1 0.0
C -2.249 -7.856 -0.675 0.1 0.1 0.0
C -2.201 -6.470 -1.321 0.1 0.2 -0.1
C -2.276 -6.511 -2.855 0.2 0.1 0.1
C -1.627 -5.278 -3.505 0.0 -0.3 0.3
C -1.783 -5.215 -5.026 0.3 -0.1 0.0
P -2.963 -3.944 -5.834 0.8 1.0 0.7
C -2.043 -2.440 -5.127 0.3 0.0 -0.4
C -0.746 -2.089 -5.873 0.0 0.3 0.2
C -0.134 -0.749 -5.387 -0.1 0.1 -0.2
C 0.396 0.163 -6.516 0.1 0.1 0.1
C 1.927 0.187 -6.615 0.0 -0.1 0.0
N 2.615 0.928 -5.549 0.0 -0.1 0.0
C -4.354 -4.045 -4.441 -0.6 0.3 0.2
C -4.547 -2.804 -3.626 -0.1 -0.2 -0.1
C -4.012 -2.792 -2.207 0.0 0.0 0.1
N -5.190 -1.810 -4.116 0.0 0.0 0.0
O -3.859 -5.448 -6.750 -0.1 0.5 -0.8
C -4.395 -6.373 -6.130 1.4 2.2 -1.6
N -4.844 -7.254 -5.574 -1.8 -3.2 2.1
H -2.357 -6.796 2.696 0.0 0.0 -0.1
H -1.587 -5.833 1.438 -0.2 -0.1 -0.1
H -3.319 -6.209 1.323 0.2 -0.1 0.1
H -0.980 -8.196 1.059 -0.1 0.1 0.0
H -2.645 -8.699 1.275 0.2 0.0 -0.1
H -3.209 -8.334 -0.912 0.1 0.1 0.0
H -1.468 -8.456 -1.160 -0.2 -0.1 0.1
H -3.027 -5.848 -0.948 0.2 0.0 0.0
H -1.265 -5.960 -1.037 -0.2 -0.1 0.0
H -3.317 -6.610 -3.182 0.2 -0.2 -0.1
H -1.716 -7.393 -3.203 -0.3 0.1 -0.1
H -0.556 -5.329 -3.247 -0.2 0.2 0.0
H -2.002 -4.373 -3.018 0.0 0.0 -0.1
H -0.823 -4.916 -5.475 -0.2 0.0 0.1
H -1.968 -6.229 -5.398 -0.1 0.2 -0.1
H -3.903 -3.125 -6.551 0.0 -0.1 -0.1
H -2.108 -3.973 -7.001 -0.1 -0.2 -0.1
H -1.766 -2.571 -4.078 -0.3 0.1 0.0
H -2.707 -1.570 -5.234 0.0 -0.2 0.3
H -0.965 -1.998 -6.944 0.1 -0.2 0.1
H -0.004 -2.880 -5.709 -0.1 0.0 -0.3
H -0.902 -0.214 -4.815 0.2 -0.1 0.0
H 0.699 -0.945 -4.700 -0.2 0.0 0.1
H 0.059 1.201 -6.361 0.1 -0.2 -0.1
H -0.016 -0.150 -7.483 0.0 0.0 0.1
H 2.235 0.611 -7.580 -0.1 0.0 0.1
H 2.298 -0.845 -6.581 0.0 0.1 -0.1
H 2.699 0.359 -4.714 -0.1 0.1 -0.1
H 2.089 1.760 -5.299 0.0 -0.1 0.0
H -5.292 -4.151 -5.002 0.4 -0.1 -0.1
H -4.264 -4.917 -3.793 0.1 0.0 0.0
H -4.207 -3.751 -1.712 0.1 0.1 -0.1
H -2.928 -2.630 -2.194 -0.1 0.0 0.0
H -4.502 -1.999 -1.627 0.2 -0.1 -0.1
H -5.221 -1.048 -3.436 0.0 0.0 0.0
C 0.162 0.893 -0.858 0.0 -0.1 0.2
C 1.008 0.024 0.048 -0.1 0.1 -0.1
O 0.628 -1.275 -0.311 0.2 -0.1 -0.1
C 0.171 -1.242 -1.610 -0.2 0.0 0.1
O -0.024 -2.197 -2.274 0.1 0.0 0.1
O -0.011 0.041 -1.991 0.0 0.1 -0.1
F 0.721 0.243 1.369 0.0 -0.1 0.1
H -0.809 1.079 -0.394 0.0 0.0 0.1
H 0.630 1.834 -1.122 0.0 -0.1 -0.3
H 2.086 0.139 -0.082 0.0 0.0 0.1
C 1.754 0.470 5.090 -0.1 0.0 0.0
C 1.080 1.643 4.405 0.1 0.0 0.0
O 1.698 2.753 5.042 0.2 0.1 -0.2
C 2.925 2.363 5.470 -0.1 0.1 0.0
O 3.789 3.104 5.820 -0.1 0.0 0.0
O 3.032 1.023 5.430 0.1 -0.1 0.0
F -0.251 1.685 4.625 0.0 0.0 0.1
H 1.219 0.207 6.003 -0.1 0.0 0.0
H 1.876 -0.404 4.458 0.1 0.0 0.0
H 1.262 1.705 3.331 -0.1 0.0 0.0
C 0.113 6.332 0.719 0.0 0.0 0.0
C -0.284 5.036 1.400 0.1 0.1 -0.1
O -0.235 4.114 0.326 0.1 -0.2 0.2
C 0.645 4.582 -0.601 0.0 -0.1 0.0
O 1.078 3.926 -1.490 0.0 0.2 0.0
O 0.953 5.867 -0.343 0.0 0.0 0.0
F -1.544 5.070 1.895 -0.1 0.0 -0.1
H -0.765 6.822 0.297 0.0 0.0 0.1
H 0.660 7.016 1.361 0.1 -0.1 0.0
H 0.395 4.713 2.185 0.0 0.0 0.2
C 6.981 3.277 6.985 -0.1 0.1 0.0
C 8.161 4.186 6.705 0.0 -0.1 -0.1
O 9.254 3.297 6.780 0.1 0.0 -0.2
C 8.806 2.042 6.474 0.0 0.0 0.1
O 9.505 1.120 6.228 -0.1 0.1 0.1
O 7.454 2.024 6.487 0.0 -0.1 0.0
F 8.305 5.159 7.640 0.0 0.0 0.1
H 6.805 3.198 8.059 0.1 0.1 0.0
H 6.061 3.565 6.485 0.0 -0.2 -0.1
H 8.150 4.656 5.720 0.0 0.1 0.1
C 4.852 7.160 5.051 0.1 0.0 0.1
C 5.746 6.916 3.849 -0.2 0.0 0.0
O 5.048 5.902 3.157 0.0 0.1 -0.2
C 3.729 5.998 3.475 0.0 -0.2 0.1
O 2.854 5.446 2.896 0.0 0.0 0.0
O 3.565 6.815 4.535 -0.1 0.1 0.0
F 6.973 6.461 4.199 0.0 -0.1 0.1
H 5.111 6.474 5.859 0.1 0.0 0.0
H 4.853 8.183 5.411 -0.1 0.0 -0.1
H 5.871 7.775 3.188 0.1 0.0 0.0
C -5.072 4.768 3.900 0.0 0.0 -0.1
C -5.005 4.180 5.296 0.1 0.1 -0.1
O -3.882 4.840 5.845 -0.1 0.1 0.2
C -3.742 6.039 5.216 0.1 0.1 -0.1
O -3.056 6.928 5.593 0.0 -0.1 0.0
O -4.514 6.071 4.104 0.0 0.0 0.0
F -4.787 2.846 5.291 0.1 0.0 0.0
H -4.443 4.203 3.211 0.0 -0.1 0.1
H -6.079 4.845 3.502 0.0 0.1 0.0
H -5.876 4.385 5.921 0.0 -0.1 0.0
```
Positions in Å, forces in eV/Å.

- Strongest force on any atom: 0.082 Eh/bohr
- Total charge: -1
- Orbital gap: 5.356 eV
- HOMO: -4.21 eV